Computed, not measured: the ion C3H3O2S with charge -1, with the ωB97M-V functional and the def2-TZVPD basis.

ORCA input file:
```
! RIJCOSX wB97M-V def2-TZVPD def2/J DEFGRID3
* xyz -1 1
C 0.30489 0.52875 -0.28111
C 1.25147 -0.70856 -0.01824
C -1.18056 0.10529 -0.05605
O 2.11699 -1.20574 -0.76138
O 1.01063 -0.73877 1.18718
S 0.88629 2.05105 -0.20956
H -1.01007 -0.89778 0.39592
H -1.60485 0.83831 0.67179
H -1.77479 0.02746 -0.92856
*
```

## Properties
Highest occupied orbital energy: -0.1353 Ha
E_tot: -18090.489 eV
Orbital gap: 0.2730 Eh
SMILES: CC(=S)C(=O)[O-]
Relative energy (zero: lowest compared OMol25 entry of this formula, charge and spin): 13.9 kcal per mole

***

Computed, not measured: a cluster of 10 separate species, C31H69N7O13S in total, with the ωB97M-V functional and the def2-TZVPD basis.

ORCA input file:
```
! RIJCOSX wB97M-V def2-TZVPD def2/J DEFGRID3
* xyz 0 1
C 0.72863 1.66243 -3.79511
C -0.63767 2.29263 -3.61671
O -1.44034 1.83426 -2.80692
N -0.94653 3.35016 -4.38747
C -2.24588 3.98091 -4.35242
H 1.05651 1.65884 -4.83225
H 0.69690 0.65493 -3.39224
H 1.39409 2.25317 -3.15703
H -0.26556 3.61173 -5.07809
H -2.17790 4.89966 -4.92537
H -2.53823 4.18924 -3.32691
H -2.97870 3.30030 -4.78744
C -2.39394 -2.15574 -3.00280
C -1.22299 -2.47395 -3.88442
O -0.80681 -3.60119 -4.04215
N -0.68193 -1.40352 -4.54823
C 0.42431 -1.57507 -5.46579
H -3.22028 -1.71185 -3.56210
H -2.15864 -1.51526 -2.15399
H -2.76803 -3.09265 -2.59193
H -0.98826 -0.47102 -4.33142
H 1.17581 -0.79543 -5.34841
H 0.08085 -1.65249 -6.50031
H 0.91994 -2.52388 -5.25280
C -3.83381 0.42817 -0.34456
C -3.64314 1.83248 0.17569
O -4.22459 2.19367 1.19184
N -2.80847 2.61133 -0.54392
C -2.52941 3.99232 -0.15610
H -4.86186 0.10331 -0.19605
H -3.29438 -0.25747 0.31251
H -3.45756 0.28966 -1.35651
H -2.36908 2.10395 -1.30584
H -1.64328 4.41288 -0.61767
H -2.65559 4.11304 0.91287
H -3.37612 4.54054 -0.59840
C -0.19486 -0.44679 6.30003
C 0.04350 0.90745 6.92591
O 1.14542 1.43222 6.88110
N -1.01185 1.41587 7.59290
C -1.02589 2.67214 8.31241
H 0.09123 -0.40689 5.24411
H -1.22536 -0.79879 6.32097
H 0.52223 -1.14140 6.73540
H -1.90633 0.96980 7.46330
H -1.38522 3.49208 7.68940
H -0.01118 2.89594 8.63420
H -1.66465 2.54403 9.18353
C 3.55160 -2.67076 -2.42830
C 3.56274 -3.45438 -3.71631
O 3.11973 -4.57778 -3.81569
N 4.04770 -2.75345 -4.78140
C 4.17786 -3.27546 -6.13389
H 2.61830 -2.10354 -2.32537
H 4.29966 -1.88350 -2.30417
H 3.60439 -3.33580 -1.56940
H 4.25860 -1.78153 -4.64302
H 3.97499 -2.49282 -6.85513
H 3.47226 -4.09290 -6.30305
H 5.13875 -3.78463 -6.24731
C -2.89593 -0.70677 3.32465
C -3.69562 0.03122 4.37101
O -3.84499 -0.39548 5.50885
N -4.12726 1.25175 4.00300
C -4.89590 2.07514 4.92458
H -3.36804 -1.63338 3.00739
H -1.86822 -0.91616 3.62660
H -2.70556 -0.03626 2.48418
H -3.83313 1.75730 3.17965
H -4.28208 2.43918 5.75175
H -5.77913 1.54123 5.26517
H -5.22604 2.96408 4.38633
C 4.48779 0.81487 -0.64237
C 4.76714 1.98910 -1.52282
O 3.98919 2.91342 -1.63346
N 5.96796 1.96050 -2.16832
C 6.34906 2.98452 -3.12857
H 3.65982 0.19598 -1.00061
H 4.18718 1.12752 0.35737
H 5.31925 0.11647 -0.52103
H 6.47337 1.09254 -2.17309
H 6.14734 3.94844 -2.66640
H 5.81001 2.89431 -4.07254
H 7.41512 2.92883 -3.33561
C 0.37064 3.45881 2.79273
C -0.80387 2.51445 2.88936
O -1.89184 3.33075 3.38031
S -1.46114 4.80500 3.73591
O -1.83645 5.15841 5.03776
O -1.80503 5.65019 2.66190
O 0.10510 4.51450 3.72383
H 0.45351 3.89749 1.79334
H 1.34120 3.03380 3.03198
H -0.68164 1.67117 3.56659
H -1.11087 2.13933 1.91404
C 0.56051 -5.77614 0.80735
C 0.91284 -6.34598 -0.55465
C 0.44015 -5.19123 -1.48031
O -0.60462 -4.51172 -0.73210
C -0.81524 -5.19508 0.50322
H 1.20640 -4.94587 1.07498
H 0.59528 -6.51867 1.60702
H 0.37496 -7.25233 -0.81283
H 1.99623 -6.42931 -0.65267
H 0.05953 -5.61774 -2.40432
H 1.20848 -4.43856 -1.64636
H -1.61473 -5.93617 0.39533
H -1.15453 -4.46953 1.24815
C 0.58942 -1.12076 -0.56700
C 1.35866 -1.63722 0.63301
C 0.91692 -0.69094 1.72669
O -0.45345 -0.42430 1.46230
C -0.74731 -0.74983 0.10274
H 0.48156 -1.80944 -1.40582
H 1.03554 -0.22181 -1.01524
H 2.44171 -1.72474 0.53518
H 0.94989 -2.62485 0.84080
H 1.48411 0.25260 1.66962
H 1.12147 -1.11293 2.71311
H -1.13491 0.14805 -0.38187
H -1.45146 -1.57697 -0.01156
*
```

## Properties
Highest occupied orbital energy: -0.3278 Ha
E_tot: -81151.317 eV
Orbital gap: 0.3202 Eh
SMILES: O=S1(=O)OCCO1.CNC(C)=O.CNC(C)=O.CNC(C)=O.CNC(C)=O.CNC(C)=O.CNC(C)=O.CNC(C)=O.C1CCOC1.C1CCOC1

***

Computed, not measured: a structure of composition C16H14BF5FeN6S, with the ωB97M-V functional and the def2-TZVPD basis.

ORCA input file:
```
! RIJCOSX wB97M-V def2-TZVPD def2/J DEFGRID3
* xyz 0 5
H 0.83355 3.27837 0.25312
N 0.40805 1.73537 -1.11938
B 0.03165 0.31447 -3.18218
N 0.40825 1.64637 -2.47458
C 0.76885 2.84147 -3.01008
Fe -0.13135 -0.02883 0.03092
H 0.82615 2.96517 -4.09098
C 1.01025 3.73417 -1.96578
H 1.31715 4.77627 -2.04148
C 0.76865 2.98767 -0.79518
H 0.09375 0.44667 -4.38258
C -0.65055 -1.73063 1.08122
H -0.62595 -1.57423 2.17142
H 0.05015 -2.54433 0.82062
H -1.66965 -2.04023 0.78722
N -1.40925 -0.08173 -2.75818
N 1.01485 -0.79213 -2.71108
N -1.71405 -0.27473 -1.44938
N 1.12025 -1.10533 -1.39438
C -2.51955 -0.26753 -3.51818
C 1.87565 -1.55563 -3.43278
H -2.47105 -0.15403 -4.60078
H 1.93485 -1.44533 -4.51508
C -3.57945 -0.59253 -2.67178
C 2.56165 -2.39243 -2.55248
C -3.01955 -0.58203 -1.37868
C 2.04995 -2.06763 -1.28018
H -4.61075 -0.80403 -2.95088
H 3.32485 -3.12963 -2.79668
H -3.48125 -0.77383 -0.41008
H 2.30015 -2.46823 -0.29768
H -1.01955 0.75627 1.05532
F -0.73575 -0.04733 7.20752
C -0.21565 0.01047 5.95422
C -0.18925 1.22367 5.26142
F -0.67615 2.34367 5.85322
C 0.34485 1.28677 3.96402
F 0.37225 2.47747 3.31652
C 0.86465 0.13277 3.34792
S 1.61895 0.24227 1.68362
C 0.85685 -1.08093 4.07082
F 1.37565 -2.20893 3.52382
C 0.30485 -1.14073 5.35952
F 0.28195 -2.31623 6.03802
*
```

## Properties
Highest occupied orbital energy (alpha / beta): -0.2857 / -0.3178 Ha
E_tot: -85244.641 eV
Orbital gap (alpha / beta): 0.2330 / 0.2852 Eh
Relative energy (zero: lowest compared OMol25 entry of this formula, charge and spin): 17.6 kcal per mole
⟨S²⟩: 6.167

***

Computed, not measured: a cluster of 7 separate species, C23H64N5O7 in total, with the ωB97M-V functional and the def2-TZVPD basis.

ORCA input file:
```
! RIJCOSX wB97M-V def2-TZVPD def2/J DEFGRID3
* xyz -1 1
C -0.61235 1.31847 -0.15212
O -1.78872 1.75766 0.35308
H 0.29377 1.58018 0.45452
H -0.60018 0.19353 -0.27182
H -0.41227 1.68225 -1.20595
C 4.38182 -1.69310 -2.82959
C 3.93629 -1.49123 -1.38458
C 3.46556 -2.79743 -0.75431
O 2.36743 -3.40528 -1.37572
C 1.11322 -2.79441 -1.08640
N 5.08842 -0.92098 -0.63706
H 5.32910 -2.23457 -2.91299
H 4.62052 -0.70529 -3.23679
H 3.57930 -2.14221 -3.41064
H 3.15876 -0.72668 -1.41681
H 3.26478 -2.63992 0.32206
H 4.31477 -3.48986 -0.78566
H 1.10651 -1.70861 -1.21394
H 0.82465 -2.97699 -0.04117
H 0.37990 -3.22187 -1.76446
H 5.82115 -1.62838 -0.71622
H 4.89912 -0.85787 0.36201
C -4.18279 -2.53670 1.90270
C -2.98766 -1.62848 2.10952
C -1.76243 -2.07959 1.32208
O -1.37907 -3.44611 1.59765
C -0.46589 -3.56352 2.65711
N -3.31149 -0.20181 1.81546
H -3.98285 -3.56331 2.21581
H -4.44500 -2.58344 0.83761
H -5.04152 -2.16319 2.46232
H -2.70985 -1.67959 3.17755
H -0.90722 -1.41984 1.51342
H -1.97319 -2.05634 0.24667
H 0.54389 -3.22942 2.36560
H -0.44176 -4.60503 2.96968
H -0.74786 -2.93669 3.51730
H -2.50121 0.20354 1.28577
H -3.93874 -0.24595 1.00161
C -1.99010 -4.43412 -4.73108
C -2.33436 -3.01212 -5.10922
C -1.13394 -2.17697 -5.50626
O -0.30829 -1.84250 -4.41392
C -0.94367 -1.02435 -3.44435
N -3.36096 -2.95784 -6.17612
H -1.46210 -4.44035 -3.77902
H -1.37398 -4.89307 -5.50609
H -2.91013 -5.00729 -4.60901
H -2.75875 -2.53602 -4.20780
H -1.43080 -1.26102 -6.03450
H -0.50926 -2.78121 -6.17225
H -0.16932 -0.36991 -3.04255
H -1.32330 -1.61409 -2.60487
H -1.74759 -0.41489 -3.86561
H -4.20592 -3.42578 -5.85354
H -3.68109 -1.99367 -6.26638
C -2.63635 0.86267 7.35317
C -2.55638 1.67301 6.05518
C -1.91463 0.82844 4.96172
O -1.61108 1.58741 3.83806
C -0.25386 1.76800 3.57375
N -3.85869 2.16581 5.61208
H -3.22439 1.41897 8.08989
H -1.66309 0.56850 7.74569
H -3.23483 -0.04760 7.19672
H -1.85475 2.48894 6.25904
H -2.62435 0.04667 4.65489
H -1.01973 0.33429 5.36415
H -0.16649 2.05090 2.52420
H 0.34029 0.85539 3.74373
H 0.18657 2.56734 4.19558
H -4.46921 1.35599 5.49862
H -4.28232 2.68471 6.38059
C 4.46426 3.58947 2.48371
C 4.88290 3.10953 1.11157
C 4.22942 3.92427 0.02313
O 4.48268 3.40529 -1.25751
C 3.59759 2.35970 -1.60224
N 6.36579 3.14956 1.03333
H 4.76659 2.89906 3.26894
H 3.39082 3.76290 2.54653
H 4.97002 4.54059 2.68890
H 4.67011 2.04776 0.96179
H 4.55389 4.96924 0.07761
H 3.14161 3.96155 0.20378
H 3.58154 1.54903 -0.86453
H 3.95718 1.93311 -2.54110
H 2.55916 2.66920 -1.76408
H 6.65046 4.13080 1.02939
H 6.62483 2.81267 0.10625
C -3.45952 3.57004 -3.83946
C -2.19655 3.86508 -3.03693
O -2.46747 3.75034 -1.65829
H -4.20077 4.34818 -3.64305
H -3.90134 2.62336 -3.52405
H -3.27382 3.54320 -4.91829
H -1.89400 4.88643 -3.31025
H -1.39770 3.16969 -3.31488
H -1.90768 3.04380 -1.27809
*
```

## Properties
Highest occupied orbital energy: -0.1337 Ha
E_tot: -46668.685 eV
Orbital gap: 0.2277 Eh
Relative energy (zero: lowest compared OMol25 entry of this formula, charge and spin): 0.0 kcal per mole

***

Computed, not measured: a structure of composition C10H18Cl2N2Tm, with the ωB97M-V functional and the def2-TZVPD basis.

ORCA input file:
```
! RIJCOSX wB97M-V def2-TZVPD def2/J DEFGRID3
* xyz -1 3
Tm -2.11761 0.42798 -0.17259
Cl -1.73712 1.76556 -2.21257
Cl -3.74323 -1.40118 0.20539
C -3.42665 1.90532 0.68431
H -4.13859 1.65405 1.50158
H -3.48471 2.98136 0.44281
C 0.85619 -1.72326 -0.71063
C -0.38119 -1.64575 -1.09669
H 1.13163 -1.59918 0.34289
C -0.80064 -1.60540 -2.55567
H -1.22242 -1.78297 -0.37442
C 0.28249 -2.20956 -3.46686
H -1.76092 -2.12276 -2.70751
H -0.97771 -0.55734 -2.86204
C 1.68532 -1.73136 -3.09823
H 0.25196 -3.29719 -3.33912
H 0.05499 -2.00937 -4.51998
C 2.00639 -2.04164 -1.62748
H 2.42167 -2.22049 -3.74035
H 1.77449 -0.65144 -3.25931
H 2.25974 -3.11379 -1.56908
H 2.90382 -1.50011 -1.30263
C 0.96951 1.32923 4.45384
N 0.59959 1.99696 3.19075
C 1.01786 3.39636 2.98327
C 0.03532 1.34352 2.23167
N -0.50799 0.81835 1.32524
H 1.29742 2.10473 5.14974
H 1.78672 0.60726 4.30186
H 0.10078 0.80152 4.86974
H 1.86727 3.45924 2.28275
H 0.17753 3.98126 2.57840
H 1.31905 3.80277 3.95198
*
```

## Properties
Highest occupied orbital energy (alpha / beta): -0.0344 / -0.0385 Ha
E_tot: -68217.073 eV
Orbital gap (alpha / beta): 0.1241 / 0.1276 Eh
Relative energy (zero: lowest compared OMol25 entry of this formula, charge and spin): 0.3 kcal per mole
⟨S²⟩: 2.006

***

Computed, not measured: a structure of composition C2H10NS2, with the ωB97M-V functional and the def2-TZVPD basis.

ORCA input file:
```
! RIJCOSX wB97M-V def2-TZVPD def2/J DEFGRID3
* xyz 1 1
S 1.22847 0.39876 1.32984
S 0.77700 -0.73217 -0.31762
C 2.18670 -0.40415 -1.39354
H 1.97055 -0.50850 1.99969
H 1.99181 -0.91294 -2.35258
H 3.12790 -0.79580 -0.97240
H 2.30969 0.67488 -1.58636
C -2.04206 -0.17391 0.88310
N -1.35010 0.75175 -0.06795
H -2.28668 -1.12555 0.38193
H -2.97760 0.28168 1.24891
H -1.39339 -0.38885 1.74891
H -0.46707 0.32645 -0.41578
H -1.95797 0.95750 -0.88633
H -1.11730 1.65081 0.40014
*
```

## Properties
Highest occupied orbital energy: -0.5072 Ha
E_tot: -25389.538 eV
Orbital gap: 0.3820 Eh
Relative energy (zero: lowest compared OMol25 entry of this formula, charge and spin): 22.5 kcal per mole

***

Question: E_tot of number 6 (C2H10NS2)?
Answer: -25389.538 eV

***

Question: Which of these has the lowest E_tot?
Answer: C16H14BF5FeN6S

***

Question: E_tot of number 4 (C23H64N5O7)?
Answer: -46668.685 eV

***

Question: What is the E_tot in the sixth record?
Answer: -25389.538 eV